Record 1
Below is a cluster of 2 separate species, C3H4BrNS in total, with properties calculated with the ωB97M-V functional and the def2-TZVPD basis.

```
! RIJCOSX wB97M-V def2-TZVPD def2/J DEFGRID3
* xyz 0 1
C 1.840 0.303 0.211
C -0.915 0.354 -0.634
C -1.375 -0.089 0.511
N 1.622 -0.849 -0.008
S 1.348 -2.338 0.248
Br 2.149 1.995 -0.277
H -1.179 1.423 -0.783
H -0.195 -0.124 -1.233
H -2.001 0.445 1.223
H -1.296 -1.121 0.743
*
```

Its molar mass is 166.04 g mol⁻¹. The calculation puts the HOMO-LUMO gap at 8.000 eV. The calculation puts the total energy at -85539.784 eV. As for the SMILES: [S-][N+]#CBr.C=C. The value obtained for the energy relative to the best compared isomer or geometry (same formula, charge and spin) is 77.1 kcal/mol.

Atomic partial charges in e from the Löwdin method, atoms 1 to 8:
1 C -0.696
2 C -0.123
3 C -0.089
4 N -0.700
5 S 0.623
6 Br 0.835
7 H 0.064
8 H 0.018

=====

Record 2
Below is a structure of composition C2F4I2, with properties calculated with the ωB97M-V functional and the def2-TZVPD basis.

```
! RIJCOSX wB97M-V def2-TZVPD def2/J DEFGRID3
* xyz 0 1
C -1.520 -0.143 0.439
C 1.414 0.094 -0.292
F -1.797 0.947 1.079
F -1.895 -1.205 1.063
F -1.688 0.012 -0.871
F 0.772 -0.058 -1.463
I 2.124 1.985 -0.128
I 2.589 -1.632 0.172
*
```

Its molar mass is 353.82 g mol⁻¹. The calculation puts the HOMO-LUMO gap (spin up / spin down) at 7.853 / 8.084 eV. The calculation puts the total energy at -29140.883 eV. The value obtained for the energy relative to the best compared isomer or geometry (same formula, charge and spin) is 32.7 kcal/mol.

The net atomic charges from Löwdin, expressed in e, are:
1 C -0.486
2 C -1.391
3 F 0.166
4 F 0.190
5 F 0.133
6 F -0.203
7 I 0.857
8 I 0.734

=====

Record 3
Below is a structure of composition C30H55B7F28N10Zn, with properties calculated with the ωB97M-V functional and the def2-TZVPD basis.

```
! RIJCOSX wB97M-V def2-TZVPD def2/J DEFGRID3
* xyz 0 1
Zn 7.482 -5.151 -7.823
C 2.848 -9.761 -3.012
C 3.726 -10.946 -2.577
N 3.062 -12.014 -1.878
C 2.295 -11.868 -0.780
C 1.876 -13.083 -0.391
N 2.261 -14.025 -1.384
C 2.890 -13.306 -2.389
C 2.182 -15.461 -1.294
H 3.339 -9.049 -3.675
H 2.330 -9.351 -2.145
H 2.050 -10.102 -3.671
H 4.491 -10.584 -1.889
H 4.288 -11.371 -3.408
H 2.066 -10.941 -0.275
H 1.428 -13.351 0.555
H 3.123 -13.659 -3.383
H 1.787 -15.705 -2.280
H 1.524 -15.778 -0.484
H 3.156 -15.929 -1.151
C 5.224 -12.596 -9.219
C 4.244 -11.460 -9.092
N 3.651 -11.117 -10.398
C 2.762 -11.935 -11.166
C 2.436 -11.207 -12.342
N 3.276 -10.079 -12.391
C 3.953 -10.045 -11.206
C 3.446 -9.066 -13.374
H 5.963 -12.574 -10.020
H 4.682 -13.519 -9.014
H 5.878 -12.449 -8.359
H 4.701 -10.506 -8.828
H 3.429 -11.612 -8.383
H 2.314 -12.817 -10.732
H 1.776 -11.459 -13.158
H 4.506 -9.153 -10.952
H 4.513 -8.848 -13.405
H 2.798 -8.259 -13.030
H 3.274 -9.432 -14.386
C 6.115 1.329 -1.475
C 5.889 0.568 -2.869
N 5.296 -0.790 -2.775
C 4.085 -1.310 -3.286
C 4.023 -2.631 -2.917
N 5.169 -2.993 -2.228
C 5.928 -1.810 -2.161
C 5.535 -4.257 -1.593
H 5.145 1.720 -1.170
H 6.776 2.165 -1.705
H 6.589 0.654 -0.761
H 6.903 0.397 -3.230
H 5.396 1.224 -3.586
H 3.354 -0.668 -3.754
H 3.288 -3.352 -3.244
H 6.929 -1.733 -1.762
H 4.723 -4.584 -0.943
H 6.441 -4.129 -1.000
H 5.656 -5.010 -2.371
C 9.428 -12.633 -3.650
C 9.536 -12.036 -2.239
N 8.791 -12.842 -1.294
C 7.823 -12.436 -0.432
C 7.350 -13.503 0.341
N 7.955 -14.713 -0.162
C 8.934 -14.233 -1.049
C 7.684 -16.078 0.244
H 9.896 -12.036 -4.433
H 8.369 -12.842 -3.806
H 9.908 -13.611 -3.683
H 9.055 -11.058 -2.234
H 10.558 -12.014 -1.859
H 7.688 -11.365 -0.430
H 6.524 -13.574 1.033
H 9.705 -14.794 -1.557
H 8.489 -16.343 0.928
H 7.621 -16.756 -0.607
H 6.805 -16.178 0.880
C 13.723 -10.470 -10.918
C 12.788 -11.097 -9.795
N 13.054 -10.463 -8.507
C 13.908 -10.919 -7.491
C 14.079 -9.919 -6.493
N 13.100 -8.977 -6.828
C 12.748 -9.158 -8.134
C 12.960 -7.792 -6.034
H 13.568 -10.837 -11.933
H 14.767 -10.558 -10.617
H 13.612 -9.387 -10.962
H 12.982 -12.121 -9.476
H 11.746 -11.100 -10.116
H 14.379 -11.878 -7.646
H 14.698 -9.791 -5.617
H 12.302 -8.404 -8.766
H 13.002 -6.911 -6.674
H 13.815 -7.743 -5.359
H 12.007 -7.750 -5.507
B 8.447 -8.170 -11.196
F 8.174 -7.398 -10.089
F 7.852 -7.673 -12.400
F 9.719 -8.056 -11.550
F 8.064 -9.506 -11.007
B 7.520 -7.429 -5.379
F 6.551 -6.453 -5.667
F 8.369 -7.269 -6.399
F 8.092 -7.259 -4.156
F 6.987 -8.703 -5.411
B 9.854 -7.749 0.947
F 10.361 -6.748 1.698
F 8.532 -7.721 1.108
F 10.066 -7.259 -0.349
F 10.382 -9.033 1.132
B 5.506 -1.378 -7.762
F 6.118 -0.159 -7.447
F 5.315 -1.366 -9.146
F 6.231 -2.461 -7.338
F 4.240 -1.447 -7.346
B 10.629 -3.389 -4.397
F 10.931 -4.252 -3.325
F 9.790 -3.963 -5.386
F 10.013 -2.258 -3.965
F 11.788 -3.103 -5.014
B 3.379 -5.269 -8.801
F 2.902 -5.309 -7.583
F 2.871 -6.362 -9.389
F 3.046 -4.133 -9.468
F 4.764 -5.398 -8.828
B 9.845 -3.770 -10.217
F 9.833 -4.338 -11.463
F 10.155 -4.723 -9.248
F 10.591 -2.622 -10.133
F 8.567 -3.536 -9.880
*
```

Its molar mass is 1228.86 g mol⁻¹. The calculation puts the HOMO-LUMO gap at 4.560 eV. The calculation puts the total energy at -176172.220 eV.

Atomic partial charges in e from the Löwdin method, atoms 1 to 8:
1 Zn 1.518
2 C -0.034
3 C -0.175
4 N -0.052
5 C -0.028
6 C 0.013
7 N -0.094
8 C 0.072

=====

Record 4
Below is a cluster of 2 separate species, C2H3Br2NO2 in total, with properties calculated with the ωB97M-V functional and the def2-TZVPD basis.

```
! RIJCOSX wB97M-V def2-TZVPD def2/J DEFGRID3
* xyz 0 3
C -1.639 0.421 0.783
C 0.982 -0.282 0.153
N 0.759 -0.221 -1.296
O 0.802 -1.274 -1.849
O 0.512 0.862 -1.676
Br 1.607 1.303 1.052
Br 1.646 -1.947 0.753
H -1.281 1.261 0.121
H -1.908 -0.398 0.075
H -1.480 0.275 1.885
*
```

Its molar mass is 232.86 g mol⁻¹. The calculation puts the HOMO-LUMO gap (spin up / spin down) at 8.243 / 8.352 eV. The calculation puts the total energy at -147784.997 eV. The value obtained for the energy relative to the best compared isomer or geometry (same formula, charge and spin) is 11.9 kcal/mol.

Atomic partial charges in e from the Löwdin method, atoms 1 to 8:
1 C 0.008
2 C -1.054
3 N -0.552
4 O 0.028
5 O 0.051
6 Br 0.735
7 Br 0.768
8 H -0.009

=====

Record 5
Below is a structure of composition C14H10HgN3S3, with properties calculated with the ωB97M-V functional and the def2-TZVPD basis.

```
! RIJCOSX wB97M-V def2-TZVPD def2/J DEFGRID3
* xyz 0 2
Hg -2.197 -2.091 1.387
S 0.491 -2.916 0.121
C 1.832 -1.999 0.194
N 2.028 -0.757 -0.181
C 3.314 -0.355 0.084
C 3.971 0.775 -0.330
C 5.292 0.953 -0.082
C 6.065 -0.019 0.604
C 5.501 -1.205 0.943
C 4.162 -1.406 0.634
S 3.233 -2.732 1.058
H 3.391 1.659 -0.600
H 5.720 1.946 -0.315
H 7.138 0.297 0.855
H 6.048 -2.050 1.366
N -0.023 1.273 -0.658
C -1.386 1.118 -0.693
N -2.033 -0.012 -0.900
C -3.410 0.100 -0.721
C -4.405 -0.895 -0.872
C -5.671 -0.616 -0.356
C -5.979 0.635 0.101
C -5.032 1.648 0.129
C -3.745 1.406 -0.281
S -2.424 2.516 -0.252
H 0.540 0.430 -0.590
H 0.315 2.131 -0.242
H -4.112 -1.932 -1.059
H -6.451 -1.340 -0.327
H -6.949 0.801 0.473
H -5.223 2.638 0.510
*
```

Its molar mass is 517.05 g mol⁻¹. The calculation puts the HOMO-LUMO gap (spin up / spin down) at 8.221 / 5.099 eV. The calculation puts the total energy at -55830.567 eV.

Atomic partial charges in e from the Löwdin method, atoms 1 to 8:
1 Hg 0.486
2 S 0.506
3 C -1.142
4 N 0.026
5 C -0.281
6 C -0.048
7 C -0.087
8 C -0.082

=====

> Number 3 is which compound?

C30H55B7F28N10Zn

=====

Repeat the second record exactly.
Below is a structure of composition C2F4I2, with properties calculated with the ωB97M-V functional and the def2-TZVPD basis.

```
! RIJCOSX wB97M-V def2-TZVPD def2/J DEFGRID3
* xyz 0 1
C -1.520 -0.143 0.439
C 1.414 0.094 -0.292
F -1.797 0.947 1.079
F -1.895 -1.205 1.063
F -1.688 0.012 -0.871
F 0.772 -0.058 -1.463
I 2.124 1.985 -0.128
I 2.589 -1.632 0.172
*
```

Its molar mass is 353.82 g mol⁻¹. The calculation puts the HOMO-LUMO gap (spin up / spin down) at 7.853 / 8.084 eV. The calculation puts the total energy at -29140.883 eV. The value obtained for the energy relative to the best compared isomer or geometry (same formula, charge and spin) is 32.7 kcal/mol.

The net atomic charges from Löwdin, expressed in e, are:
1 C -0.486
2 C -1.391
3 F 0.166
4 F 0.190
5 F 0.133
6 F -0.203
7 I 0.857
8 I 0.734

=====

Copy entry 5 word for word.
Below is a structure of composition C14H10HgN3S3, with properties calculated with the ωB97M-V functional and the def2-TZVPD basis.

```
! RIJCOSX wB97M-V def2-TZVPD def2/J DEFGRID3
* xyz 0 2
Hg -2.197 -2.091 1.387
S 0.491 -2.916 0.121
C 1.832 -1.999 0.194
N 2.028 -0.757 -0.181
C 3.314 -0.355 0.084
C 3.971 0.775 -0.330
C 5.292 0.953 -0.082
C 6.065 -0.019 0.604
C 5.501 -1.205 0.943
C 4.162 -1.406 0.634
S 3.233 -2.732 1.058
H 3.391 1.659 -0.600
H 5.720 1.946 -0.315
H 7.138 0.297 0.855
H 6.048 -2.050 1.366
N -0.023 1.273 -0.658
C -1.386 1.118 -0.693
N -2.033 -0.012 -0.900
C -3.410 0.100 -0.721
C -4.405 -0.895 -0.872
C -5.671 -0.616 -0.356
C -5.979 0.635 0.101
C -5.032 1.648 0.129
C -3.745 1.406 -0.281
S -2.424 2.516 -0.252
H 0.540 0.430 -0.590
H 0.315 2.131 -0.242
H -4.112 -1.932 -1.059
H -6.451 -1.340 -0.327
H -6.949 0.801 0.473
H -5.223 2.638 0.510
*
```

Its molar mass is 517.05 g mol⁻¹. The calculation puts the HOMO-LUMO gap (spin up / spin down) at 8.221 / 5.099 eV. The calculation puts the total energy at -55830.567 eV.

Atomic partial charges in e from the Löwdin method, atoms 1 to 8:
1 Hg 0.486
2 S 0.506
3 C -1.142
4 N 0.026
5 C -0.281
6 C -0.048
7 C -0.087
8 C -0.082